Formula: C6H9N2
Source: OMol25
Level of theory: ωB97M-V/def2-TZVPD

The geometry in XYZ format:
```
17
C6H9N2, DFT ωB97M-V/def2-TZVPD
N -0.02 -0.02 -0.29
N 1.94 -0.77 0.43
C 2.39 0.19 -0.26
C -1.49 -0.09 -0.55
C 0.55 -1.04 0.43
C 2.10 1.50 -0.69
C 0.67 0.89 -0.94
C -2.40 -0.33 0.70
H -1.52 -1.08 -1.16
H -2.30 0.53 1.48
H -0.03 -1.96 0.84
H 2.64 1.83 -1.56
H -1.69 0.84 -1.23
H 2.55 -1.17 1.05
H -3.47 -0.31 0.38
H 2.10 2.26 0.15
H -2.03 -1.25 1.22
```

charge	+1
lowest unoccupied orbital energy (spin up / spin down)	-5.24 / -5.24	eV
gap between HOMO and LUMO (spin up / spin down)	7.42 / 7.42	eV
highest occupied orbital energy (spin up / spin down)	-0.465 / -0.465	hartree

---

Formula: C15H60O15
Source: OMol25
Level of theory: ωB97M-V/def2-TZVPD

The geometry in XYZ format:
```
90
C15H60O15, DFT ωB97M-V/def2-TZVPD
O -1.78 -0.86 -2.07
O 1.79 -2.60 -0.64
O -2.59 -1.75 2.08
O 0.89 3.86 -0.66
O 2.14 -0.36 -0.99
O 3.04 1.74 2.22
O -2.77 0.64 -1.05
O -0.73 2.15 -4.04
O 1.28 -2.20 1.45
O 0.37 -0.55 -2.25
O 4.90 -0.72 1.52
O -3.14 2.03 0.61
O 1.18 -0.21 2.48
O 0.94 0.42 0.54
O -0.44 2.66 3.70
C -2.89 -1.55 0.70
C -2.15 2.75 -0.11
C -4.20 0.45 -1.26
C 2.11 2.52 1.47
C 3.61 -1.00 1.88
C -1.22 1.33 -3.03
C 3.35 0.39 -0.89
C -0.32 -0.17 0.20
C 0.61 -3.30 -0.63
C -0.04 -0.68 2.98
C -2.34 -1.47 -3.19
C 0.85 -1.59 -3.07
C 0.89 -3.19 2.41
C 0.77 2.60 -1.31
C -0.72 2.05 2.43
H -3.21 -0.53 0.45
H -1.74 1.70 2.27
H -0.68 0.23 -0.74
H -0.87 -1.10 -2.21
H 1.07 -4.19 2.04
H -0.75 -0.98 2.21
H -1.84 -1.17 -4.11
H -1.31 2.08 -0.28
H -1.70 2.02 -2.32
H 2.21 3.57 1.71
H -4.77 1.19 -0.71
H -2.30 -0.01 -1.58
H -0.27 -1.26 0.21
H 0.53 -3.90 0.27
H 3.80 0.24 0.09
H 1.15 0.12 1.43
H 1.45 2.59 -2.16
H -2.23 -2.55 -3.09
H -1.96 0.61 -3.38
H 1.03 -0.31 -1.60
H -0.63 2.72 1.58
H -0.24 2.38 -1.66
H 1.53 -3.18 3.29
H -2.47 3.07 -1.10
H -3.30 1.25 0.07
H -0.06 1.21 2.22
H -0.51 0.09 3.58
H 5.08 0.23 1.56
H 2.32 2.45 0.40
H -1.76 3.61 0.44
H 1.60 0.29 3.18
H -0.64 1.60 -4.82
H 0.00 -1.61 3.55
H -3.41 -1.30 -3.29
H 0.97 -1.36 1.79
H 1.91 -2.22 0.23
H 0.25 -1.63 -3.98
H -4.45 0.57 -2.31
H -2.03 -1.74 0.05
H -4.54 -0.54 -0.96
H 0.52 -3.84 -1.57
H 3.43 -1.00 2.96
H 2.95 -0.30 1.37
H 1.49 0.06 -0.42
H 3.36 -2.01 1.55
H 1.09 2.29 1.77
H 2.62 1.43 3.03
H 1.91 -1.41 -3.26
H 4.04 0.22 -1.71
H -0.44 0.80 -2.48
H 3.04 1.43 -0.91
H -0.25 -2.63 -0.63
H -0.19 -3.15 2.59
H 1.09 1.72 -0.76
H -0.62 2.01 4.38
H -3.75 -2.12 0.35
H -1.12 0.02 0.93
H 1.82 4.11 -0.60
H -2.44 -2.70 2.15
H 0.81 -2.56 -2.58
```

lowest unoccupied orbital energy	-0.27	eV
gap between HOMO and LUMO	8.55	eV
highest occupied orbital energy	-0.324	hartree

---

Formula: C36H75N7
Source: OMol25
Level of theory: ωB97M-V/def2-TZVPD

The geometry in XYZ format:
```
118
C36H75N7, DFT ωB97M-V/def2-TZVPD
N 14.58 -9.79 -4.75
N 4.13 -7.19 -0.89
N 16.98 2.81 -11.48
N 13.00 -8.58 -14.85
N 10.46 -4.54 -7.01
N 7.73 -2.97 -17.48
N 5.24 -10.84 -7.65
C 8.77 -4.14 -19.42
C 15.21 -10.90 -5.30
C 6.11 -9.78 -7.70
C 3.95 -10.40 -7.63
C 5.30 -6.32 -0.53
C 10.90 -3.11 -8.78
C 14.05 -6.44 -15.62
C 12.35 -10.27 -16.45
C 6.33 -6.03 -1.71
C 13.40 -9.12 -12.32
C 3.32 -6.49 -1.99
C 2.71 -5.13 -1.54
C 9.57 -2.95 -8.48
C 5.32 -2.33 -17.50
C 18.77 4.45 -12.26
C 14.94 3.74 -10.34
C 17.29 0.29 -11.81
C 12.07 -9.65 -15.13
C 16.81 1.46 -10.88
C 16.46 3.93 -10.60
C 4.51 -8.56 -1.29
C 7.62 -3.20 -18.96
C 13.21 -9.84 -4.99
C 18.45 3.06 -11.71
C 5.34 -8.59 -7.89
C 9.35 -3.73 -7.29
C 3.40 -9.59 -1.29
C 6.70 -2.09 -17.03
C 14.32 -11.46 -6.14
C 12.85 -8.17 -13.44
C 9.02 -2.59 -17.08
C 4.01 -9.02 -7.92
C 9.18 -2.30 -15.50
C 13.04 -10.90 -5.85
C 11.39 -4.15 -7.96
C 12.91 -7.43 -15.77
H 5.13 -8.87 -0.45
H 5.02 -5.36 -0.10
H 16.97 -0.73 -11.59
H 9.65 -3.44 -17.32
H 12.29 -10.40 -14.36
H 13.12 -7.80 -16.78
H 7.64 -2.25 -19.48
H 5.81 -7.65 -8.11
H 11.01 -9.46 -15.28
H 12.88 -10.06 -12.16
H 11.89 -7.06 -15.74
H 16.28 -11.04 -5.25
H 2.31 -5.25 -0.53
H 7.17 -9.98 -7.70
H 7.26 -5.59 -1.37
H 13.35 -7.20 -13.39
H 6.05 -5.23 -2.40
H 6.68 -3.76 -19.01
H 8.52 -4.66 -20.35
H 5.18 -8.58 -2.15
H 18.96 2.89 -10.76
H 9.73 -3.69 -19.64
H 13.71 -5.59 -15.03
H 10.56 -5.12 -6.18
H 16.54 4.92 -11.05
H 15.02 -9.00 -4.29
H 18.79 2.30 -12.41
H 17.94 4.85 -12.84
H 6.69 -2.04 -15.94
H 6.81 -6.76 -2.36
H 3.82 -10.59 -1.43
H 14.92 -6.91 -15.16
H 17.15 1.52 -9.85
H 8.50 -3.81 -6.63
H 11.90 -9.84 -17.34
H 11.91 -11.27 -16.38
H 11.35 -2.51 -9.56
H 3.92 -6.42 -2.90
H 2.63 -9.46 -2.05
H 3.12 -8.43 -8.06
H 9.50 -1.80 -17.65
H 14.28 -12.32 -6.80
H 12.67 -9.08 -4.44
H 4.65 -1.59 -17.07
H 11.81 -7.93 -13.21
H 19.55 4.49 -13.02
H 10.07 -2.80 -15.11
H 14.45 4.65 -9.99
H 2.70 -9.61 -0.46
H 14.32 3.31 -11.13
H 14.37 -6.05 -16.59
H 14.46 -9.31 -12.52
H 12.09 -11.07 -6.33
H 2.44 -7.04 -2.31
H 13.27 -8.57 -11.39
H 5.08 -3.38 -17.33
H 8.92 -2.24 -8.97
H 17.06 0.51 -12.86
H 15.78 1.18 -10.66
H 5.24 -2.05 -18.55
H 13.39 -10.54 -16.65
H 14.86 3.12 -9.46
H 7.04 -1.12 -17.38
H 12.42 -4.47 -8.05
H 8.74 -4.99 -18.74
H 18.37 0.17 -11.73
H 9.24 -1.22 -15.37
H 19.12 5.24 -11.60
H 8.36 -2.66 -14.89
H 5.48 -11.82 -7.72
H 1.97 -4.94 -2.32
H 5.90 -6.88 0.20
H 16.88 4.18 -9.63
H 3.16 -11.11 -7.83
H 3.47 -4.39 -1.76
```

lowest unoccupied orbital energy	0.24	eV
SMILES	c1cc[nH]c1.c1cc[nH]c1.c1cc[nH]c1.CCN(CC)CC.CCN(CC)CC.CCN(CC)CC.CCN(CC)CC
gap between HOMO and LUMO	8.13	eV
highest occupied orbital energy	-0.290	hartree

---

Formula: C32H67Cl18FNO3S
Source: OMol25
Level of theory: ωB97M-V/def2-TZVPD

The geometry in XYZ format:
```
123
C32H67Cl18FNO3S, DFT ωB97M-V/def2-TZVPD
Cl 5.44 0.64 2.79
Cl 1.60 2.92 -7.21
Cl -4.51 0.18 5.43
Cl 0.99 -11.31 7.31
Cl -2.13 -1.70 -4.47
Cl 6.41 1.94 -1.41
Cl -2.96 -7.55 6.83
Cl -1.43 4.53 -11.99
Cl -4.70 -0.19 -2.85
Cl -1.13 2.05 -3.04
Cl 2.21 1.56 -3.05
Cl 1.56 -8.48 5.53
Cl -3.44 6.89 -10.64
Cl -1.40 3.56 -8.62
Cl -3.18 -1.58 7.98
Cl -1.34 -4.54 6.79
Cl 6.91 4.01 -4.06
Cl 2.83 0.75 4.95
S 1.76 -3.23 1.29
F 1.02 -4.47 0.74
O 0.02 -1.84 0.11
O 3.14 -3.47 1.18
O 1.07 -2.75 2.40
N 1.37 -2.18 -0.14
C -0.65 -1.20 -1.02
C -4.85 -1.45 -4.11
C -1.05 0.29 5.25
C 0.61 -9.90 5.01
C -2.19 -6.76 5.43
C 6.95 2.23 -4.08
C -0.88 2.34 3.78
C -5.26 -0.09 7.02
C -1.30 4.32 2.10
C 2.46 -0.16 1.08
C 5.96 1.64 -3.11
C 0.76 3.29 0.93
C 1.33 0.83 1.37
C -0.77 3.38 1.01
C 2.35 -1.02 -0.16
C -1.94 -0.62 -0.50
C -0.16 4.76 -8.19
C -0.09 1.86 -4.48
C -3.70 -2.43 -4.05
C -1.20 1.81 5.18
C 4.46 1.42 5.21
C -3.40 6.38 -12.35
C -1.44 3.74 3.54
C 1.04 0.89 -4.23
C 5.07 1.95 3.94
C 1.24 4.22 -8.38
C -0.96 -5.98 5.82
C -3.10 4.91 -12.50
C 1.52 -2.96 -1.42
C -0.13 -10.54 6.16
C -4.22 -0.13 8.11
C 1.31 1.99 0.36
H -0.72 1.49 -5.29
H 1.56 1.26 2.35
H -1.21 2.39 1.12
H -2.93 -6.11 4.97
H 0.64 -3.57 -1.56
H -2.22 2.09 5.45
H -0.68 5.22 2.11
H 0.29 2.84 -4.75
H -0.27 -6.60 6.39
H -5.78 -1.99 -3.92
H 1.29 -10.60 4.53
H -0.31 5.62 -8.85
H -2.26 -1.14 0.41
H 4.97 2.05 -3.25
H 0.01 -0.43 -1.44
H -0.51 2.27 5.89
H 1.09 4.11 0.29
H 1.66 -2.24 -2.23
H 4.39 2.65 3.44
H 3.36 0.43 0.90
H -0.33 5.06 -7.16
H -3.58 0.74 8.07
H -1.12 3.76 0.04
H 6.69 1.92 -5.09
H 1.37 3.81 -9.38
H -4.38 6.59 -12.77
H -4.91 -0.95 -5.07
H -5.94 0.74 7.20
H -0.94 4.42 4.24
H -3.60 -2.84 -3.05
H 6.00 2.46 4.16
H -1.29 1.63 3.05
H 2.35 2.16 0.08
H 0.67 -0.05 -3.84
H -0.11 -9.55 4.27
H 0.73 1.73 -0.54
H -3.19 4.61 -13.54
H -0.84 -1.95 -1.79
H -3.88 -3.25 -4.75
H 7.97 1.92 -3.86
H -1.88 -0.22 4.75
H -4.71 -0.17 9.09
H 5.08 0.64 5.65
H -0.72 -9.81 6.70
H 0.36 0.35 1.48
H 1.21 3.47 1.91
H -1.84 0.44 -0.30
H 3.30 -1.53 -0.35
H 2.40 -3.59 -1.33
H -0.79 -11.32 5.78
H 1.96 5.01 -8.22
H -2.49 3.75 3.83
H 0.20 2.36 3.69
H 5.93 0.56 -3.24
H 4.36 2.24 5.93
H -2.70 -0.77 -1.26
H -0.45 -5.64 4.92
H 1.58 0.70 -5.15
H -0.13 -0.02 4.76
H -3.77 4.31 -11.89
H -2.29 4.66 1.79
H -5.82 -1.02 6.97
H -2.65 6.99 -12.86
H 2.69 -0.77 1.97
H -1.01 -0.08 6.28
H 2.13 -0.43 -1.05
H -1.91 -7.55 4.74
```

charge	+1
lowest unoccupied orbital energy	-2.33	eV
gap between HOMO and LUMO	9.57	eV
highest occupied orbital energy	-0.437	hartree

---

Which formula does entry 2 have?
C15H60O15